C4H8ClFeI2O12S2 as an isolated structure in a non-equilibrium geometry. Source: the OMol25 dataset; level of theory: the ωB97M-V functional and the def2-TZVPD basis.

Geometry (Å):
Fe: 16.603 -27.758 4.277
I: 19.141 -27.256 3.930
I: 14.386 -26.561 5.231
Cl: 15.148 -30.557 2.504
O: 14.052 -29.874 1.845
O: 14.828 -31.901 2.927
O: 16.256 -30.753 1.604
O: 15.747 -29.760 3.542
C: 19.939 -27.624 8.606
C: 20.500 -29.083 8.382
O: 19.562 -29.779 7.536
S: 17.996 -29.296 7.898
O: 17.503 -30.175 8.912
O: 17.196 -29.016 6.713
O: 18.543 -27.888 8.707
H: 20.240 -27.095 7.702
H: 20.454 -27.204 9.469
H: 20.303 -29.525 9.359
H: 21.562 -29.285 8.245
C: 15.142 -25.208 -0.851
C: 16.671 -25.092 -0.791
O: 17.229 -25.794 0.248
S: 16.085 -26.967 0.783
O: 16.092 -27.198 2.187
O: 16.120 -28.191 -0.080
O: 14.909 -25.909 0.368
H: 14.706 -25.764 -1.682
H: 14.815 -24.169 -0.811
H: 17.173 -24.158 -1.044
H: 17.178 -25.626 -1.595

Its total charge is -1. As for the spin multiplicity: 5. The calculation puts the energy relative to the best compared isomer or geometry (same formula, charge and spin) at 295.4 kJ/mol. The value obtained for the highest occupied orbital energy (spin up / spin down) is -5.705 / -5.740 eV. The value obtained for the largest force on an atom is 4.89 eV/Å. As for the expectation value of S²: 6.01. As for the LUMO energy (spin up / spin down): 2.3 / 2.3 eV. As for the frontier orbital gap (spin up / spin down): 8.0 / 8.0 eV.